<a>
C9H15N4 | ωB97M-V/def2-TZVPD

Each line ends with the Löwdin charge.
Element x y z (Å)
1 C -2.03592 -1.07693 -1.71953  -0.08
2 C -2.66643 -2.33796 -1.79627  -0.16
3 C -1.19326 -1.36446 -0.69846  -0.06
4 C -0.20813 0.58941 1.68845  -0.10
5 C -0.20842 1.93997 1.48577  0.08
6 C 1.38571 0.82119 0.12197  -0.38
7 C 1.28844 0.47471 -1.32125  -0.02
8 C -0.44770 -3.15698 0.86249  -0.01
9 C 1.80087 3.15834 0.73056  0.02
10 N -2.25632 -3.19597 -0.85078  0.10
11 N -1.27372 -2.53299 -0.13167  -0.19
12 N 0.63866 -0.08913 0.92651  0.13
13 N 0.74883 2.18533 0.31931  -0.07
14 H -2.14936 -0.20321 -2.40680  0.11
15 H -3.59477 -2.49363 -2.40449  0.13
16 H -0.78102 0.12594 2.41036  0.11
17 H -0.56636 2.71184 2.04609  0.10
18 H 2.48028 0.88455 0.47862  0.19
19 H 0.24119 0.57139 -1.46593  0.05
20 H 1.57411 -0.64827 -1.48998  0.16
21 H 1.79274 1.16560 -1.93133  0.08
22 H 0.06047 -2.35288 1.34287  0.05
23 H -1.10979 -3.54948 1.60452  0.08
24 H 0.05034 -4.08499 0.52615  0.11
25 H 2.01383 2.97007 1.76755  0.12
26 H 2.71292 3.00143 0.09913  0.13
27 H 1.42955 4.09763 0.42873  0.09
28 H 0.27327 2.38948 -0.62259  0.22

Results
Spin multiplicity = 1
Highest occupied orbital energy (alpha / beta) = -0.44844 / -0.44596 Eh
Kohn-Sham gap (alpha / beta) = 0.2374 / 0.3088 Eh
Net charge = +1

---

<b>
C9H15N4 | ωB97M-V/def2-TZVPD

Each line ends with the Löwdin charge.
Element x y z (Å)
1 C 0.58276 2.77080 -0.01454  -0.01
2 C -0.60347 2.16383 -0.14230  -0.04
3 C 1.47700 1.76490 0.11048  0.01
4 C -1.45862 -0.18970 -0.39115  -0.30
5 C 1.45541 -0.75403 -0.27303  -0.49
6 C -2.77768 0.13665 -1.15553  -0.02
7 C -2.46127 -0.79173 1.60704  0.18
8 C 1.90389 -1.50731 1.02371  -0.01
9 C 2.62403 -0.65579 -1.20186  -0.04
10 N -0.85692 -1.35676 -0.79353  0.06
11 N 0.36704 -1.57579 -0.82196  0.10
12 N -0.46782 0.86977 -0.32344  0.03
13 N 0.82554 0.58571 -0.05166  0.05
14 H 0.70715 3.80794 0.28069  0.14
15 H -1.64081 2.68953 -0.11672  0.19
16 H 2.56624 1.68940 0.22406  0.15
17 H -3.31988 -0.68862 -1.52099  0.08
18 H -2.40557 0.48638 -2.12212  0.09
19 H -3.24096 0.93953 -0.58108  0.08
20 H -2.43016 -1.95490 1.69805  0.09
21 H -3.44425 -0.46578 1.31245  0.02
22 H -1.85462 -0.09353 2.12664  0.01
23 H 1.02191 -1.54559 1.72334  0.09
24 H 2.72790 -0.91159 1.60407  0.12
25 H 2.20963 -2.56523 0.91568  0.10
26 H 2.44974 -0.14454 -2.16436  0.10
27 H 3.04261 -1.62869 -1.47729  0.10
28 H 3.54060 -0.10826 -0.75334  0.12

Results
Spin multiplicity = 1
Highest occupied orbital energy (alpha / beta) = -0.45860 / -0.45867 Eh
Kohn-Sham gap (alpha / beta) = 0.2955 / 0.2957 Eh
Net charge = +1

---

Least stable of them? <a>.

---

<a>
C4H11N5O | ωB97M-V/def2-TZVPD

Each line ends with the Löwdin charge.
Element x y z (Å)
1 C -4.07363 -1.04391 -0.07775  0.04
2 C -3.11492 0.06555 0.08686  -0.36
3 O -3.65703 1.19518 0.23877  0.23
4 N -1.84250 -0.28023 0.20429  0.13
5 N -0.65507 0.50304 0.30650  0.10
6 N 0.44784 0.03740 -0.09937  0.08
7 C 1.57107 0.58796 0.35375  -0.06
8 N 2.68884 0.18159 -0.19209  -0.12
9 C 3.94956 0.66519 0.49113  0.10
10 N 2.86491 -0.49367 -1.32419  0.23
11 H -4.84731 -0.83931 -0.82601  0.13
12 H -3.67954 -2.04634 -0.28744  0.11
13 H -4.75402 -1.12155 0.87110  0.17
14 H -3.25559 2.07324 0.57877  0.24
15 H -1.66890 -1.36876 0.08367  0.23
16 H 1.51755 1.27673 1.06795  0.12
17 H 4.12669 1.62189 0.19396  0.08
18 H 3.74489 0.50572 1.60585  0.16
19 H 4.70982 0.01391 0.12847  0.10
20 H 3.82602 -0.92320 -1.54780  0.21
21 H 2.10135 -0.61040 -1.85644  0.08

Results
Spin multiplicity = 1
Highest occupied orbital energy (alpha / beta) = -0.64484 / -0.64503 Eh
SMILES = C/C(O)=[NH+]/N=N/C=[N+](/C)N
Kohn-Sham gap (alpha / beta) = 0.2888 / 0.2891 Eh
Net charge = +2

---

<b>
C4H11N5O | ωB97M-V/def2-TZVPD

Each line ends with the Löwdin charge.
Element x y z (Å)
1 N -0.47304 -1.00863 1.65748  0.10
2 C -0.03727 -0.90156 0.25754  -0.19
3 C -1.25227 -0.03099 -0.30922  -0.11
4 N -2.30187 -0.58041 -0.86154  0.31
5 N -1.20058 1.35523 -0.02496  0.20
6 C -0.10182 1.84244 0.45843  -0.07
7 N 0.97252 1.22648 0.42284  0.20
8 C 1.25153 -0.11524 -0.04706  -0.52
9 N 1.24418 0.04265 -1.52159  0.15
10 O 2.43159 -0.54796 0.57165  0.10
11 H 0.21216 -1.01497 2.35859  0.08
12 H -1.05783 -1.90108 1.88502  0.17
13 H 0.10941 -1.92411 -0.22725  0.19
14 H -2.25986 -1.43752 -1.30436  0.13
15 H -3.19252 -0.03021 -1.01657  0.20
16 H -1.97508 2.01882 -0.23793  0.22
17 H -0.17427 2.84284 0.88713  0.20
18 H 1.87995 1.49694 0.88778  0.24
19 H 0.92929 -0.82510 -1.98142  0.12
20 H 1.95117 0.61527 -1.96624  0.13
21 H 3.04461 -1.12288 0.11169  0.14

Results
Spin multiplicity = 1
Highest occupied orbital energy = -0.66875 Eh
SMILES = N[C@H]1C(=[NH2+])[NH+]=CN[C@@]1(N)O
Kohn-Sham gap = 0.3365 Eh
Net charge = +2

---

Least stable of them? <a>.

---

<a>
ClH2NP2 | ωB97M-V/def2-TZVPD

Each line ends with the Löwdin charge.
Element x y z (Å)
1 H 0.31848 2.26188 -0.46517  -0.01
2 N 0.68905 1.31518 -0.62362  -0.30
3 P -0.22168 0.13805 -0.24660  -0.10
4 Cl -2.08070 0.49095 0.15492  0.24
5 P -0.04362 -1.77066 0.36306  0.37
6 H -1.46972 -1.75464 -0.18069  -0.20

Results
Spin multiplicity = 1
Highest occupied orbital energy = -0.31914 Eh
SMILES = [H]/N=P(\Cl)=P\[H]
Kohn-Sham gap = 0.3045 Eh
Net charge = 0

---

<b>
ClH2NP2 | ωB97M-V/def2-TZVPD

Each line ends with the Löwdin charge.
Element x y z (Å)
1 P -1.44506 0.47207 0.43585  0.48
2 P 0.49262 0.90045 -0.28625  0.45
3 N 1.04368 -0.38161 0.40348  -0.73
4 Cl 3.02965 -0.61679 -0.08036  0.13
5 H -1.23236 -0.98922 0.32062  -0.09
6 H -1.88853 0.61510 -0.79335  -0.23

Results
Spin multiplicity = 1
Highest occupied orbital energy = -0.35715 Eh
SMILES = [PH2]#P=NCl
Kohn-Sham gap = 0.3204 Eh
Net charge = 0

---

Least stable of them? <b>.

---

<a>
CH4IP | ωB97M-V/def2-TZVPD

Each line ends with the Löwdin charge.
Element x y z (Å)
1 C -0.58489 0.59185 0.21983  -0.55
2 P 1.18469 0.07917 0.19672  0.25
3 I 0.96822 -2.08180 1.23848  0.23
4 H -0.88751 0.81357 1.24788  0.02
5 H -1.23631 -0.17965 -0.18703  0.01
6 H -0.68362 1.49909 -0.37203  0.01
7 H 1.23941 -0.72222 -2.34385  0.03

Results
Spin multiplicity = 1
Highest occupied orbital energy (alpha / beta) = -0.30527 / -0.34647 Eh
Kohn-Sham gap (alpha / beta) = 0.2793 / 0.3050 Eh
Net charge = 0

---

<b>
CH4IP | ωB97M-V/def2-TZVPD

Each line ends with the Löwdin charge.
Element x y z (Å)
1 C 0.38526 0.39920 0.11306  -1.15
2 P -0.48446 -1.20789 0.11778  0.64
3 I 2.49185 0.22930 0.03366  0.64
4 H 0.05165 1.08529 -0.65698  -0.06
5 H -0.03179 1.35830 1.36500  0.17
6 H -1.75755 -0.66526 0.30307  -0.13
7 H -0.65496 -1.19893 -1.27560  -0.11

Results
Spin multiplicity = 1
Highest occupied orbital energy = -0.34713 Eh
Kohn-Sham gap = 0.3499 Eh
Net charge = 0

---

Least stable of them? <a>.

---

<a>
C6H16O | ωB97M-V/def2-TZVPD

Each line ends with the Löwdin charge.
Element x y z (Å)
1 C -2.98739 -1.03453 1.70191  -0.11
2 C -1.47446 -0.87318 1.39836  -0.28
3 C -1.13705 0.33882 0.55907  -0.20
4 C 0.38891 0.34855 0.24389  -0.43
5 C 0.74604 -0.61290 -0.91438  -0.08
6 C 0.94945 1.71099 -0.14244  -0.08
7 H -3.21788 -2.09098 1.88294  0.07
8 H -3.29859 -0.54678 2.61492  0.06
9 H -3.51932 -0.72291 0.81016  0.07
10 H -1.12130 -1.83353 0.98294  0.10
11 H -0.92372 -0.93728 2.34670  0.11
12 H -1.39827 1.20933 1.16832  0.12
13 H -1.61465 0.47270 -0.41617  0.12
14 H 0.87987 -0.12773 1.11096  0.13
15 H 0.78252 -1.65863 -0.59518  0.07
16 H 1.77553 -0.43458 -1.21734  0.05
17 H 0.05099 -0.52838 -1.75766  0.09
18 H 1.89200 1.64711 -0.67525  0.06
19 H 0.21798 2.08961 -0.87473  0.09
20 H 1.09231 2.49828 0.60153  0.07
21 O 3.64245 0.55290 -2.96299  -0.05
22 H 4.31478 0.49526 -3.64143  0.03
23 H 3.95979 0.03782 -2.22414  0.02

Results
Spin multiplicity = 1
Highest occupied orbital energy = -0.39438 Eh
SMILES = CCCC(C)C.O
Kohn-Sham gap = 0.4243 Eh
Net charge = 0

---

<b>
C6H16O | ωB97M-V/def2-TZVPD

Each line ends with the Löwdin charge.
Element x y z (Å)
1 C 1.06498 1.20558 -0.10497  -0.05
2 C -0.01998 1.97650 -0.83775  -0.48
3 C -1.23766 2.43374 -0.05318  -0.06
4 O 0.60409 3.10943 -1.46624  -0.07
5 H 1.03386 1.48766 0.95180  0.09
6 H 2.04511 1.21851 -0.57008  0.08
7 H 0.85431 0.13078 -0.05156  0.02
8 H -0.37725 1.44569 -1.72327  0.13
9 H -0.99473 3.15944 0.72862  0.08
10 H -1.80740 3.00217 -0.78598  0.08
11 H -1.78709 1.62142 0.41777  0.08
12 H 0.76740 3.84595 -0.87088  0.08
13 C 1.17091 -2.46020 -0.12520  -0.12
14 C -0.35273 -2.48380 -0.08390  -0.30
15 C -0.92699 -1.93367 1.22853  -0.13
16 H 1.73312 -1.54952 0.03724  0.05
17 H 1.43503 -3.16699 0.65999  0.07
18 H 1.52300 -2.83738 -1.08679  0.07
19 H -0.90236 -3.40851 -0.23369  0.10
20 H -0.60352 -1.69137 -0.77528  0.08
21 H -2.00077 -1.78730 1.21113  0.06
22 H -0.57133 -0.91019 1.36036  0.05
23 H -0.65001 -2.40794 2.17331  0.07

Results
Spin multiplicity = 1
Highest occupied orbital energy = -0.37614 Eh
SMILES = CC(C)O.CCC
Kohn-Sham gap = 0.4135 Eh
Net charge = 0

---

Least stable of them? <b>.

---

<a>
C11H10N2O | ωB97M-V/def2-TZVPD

Each line ends with the Löwdin charge.
Element x y z (Å)
1 C 3.79434 -0.98067 -0.15089  -0.05
2 C 2.56932 -0.24501 0.07440  -0.40
3 N 2.22123 -0.06998 1.28293  0.09
4 O 1.13081 0.67928 1.41781  -0.08
5 C 0.36662 0.83502 0.17431  -0.27
6 C 0.50266 2.23403 -0.28321  -0.17
7 N 0.67544 3.29666 -0.66865  0.18
8 C -1.06336 0.35871 0.10637  -0.17
9 C -2.00264 0.85586 -0.77252  0.01
10 C -3.28558 0.25901 -0.69040  -0.07
11 C -3.57070 -0.64505 0.27353  -0.09
12 C -2.61724 -1.09103 1.17376  -0.08
13 C -1.42736 -0.45184 1.17958  -0.03
14 C 1.48025 0.02314 -0.93908  0.04
15 H 3.93696 -1.94569 0.40181  0.10
16 H 4.61370 -0.31298 0.30204  0.11
17 H 3.82863 -1.04419 -1.27214  0.09
18 H -1.84583 1.45898 -1.58522  0.09
19 H -3.99842 0.82724 -1.11286  0.07
20 H -4.67168 -0.87520 0.36650  0.13
21 H -2.73665 -1.92578 1.87124  0.12
22 H -0.63402 -0.78846 1.85055  0.13
23 H 1.60647 0.58977 -1.86237  0.11
24 H 1.12704 -1.04180 -1.13749  0.14

Results
Spin multiplicity = 1
Highest occupied orbital energy = -0.35024 Eh
SMILES = CC1=NO[C@](C#N)(c2ccccc2)C1
Kohn-Sham gap = 0.3741 Eh
Net charge = 0

---

<b>
C11H10N2O | ωB97M-V/def2-TZVPD

Each line ends with the Löwdin charge.
Element x y z (Å)
1 C -1.48387 0.91633 -1.10946  -0.21
2 C 2.98344 1.37027 0.40939  -0.05
3 C 3.50158 0.25068 -0.29396  -0.08
4 C 1.64869 1.26672 0.90078  -0.07
5 C 2.64850 -0.72296 -0.67053  -0.04
6 C 0.93341 0.08971 0.78027  -0.06
7 C 1.40097 -0.87938 -0.04781  -0.24
8 C -1.72467 -1.86323 0.36001  -0.18
9 C 0.73774 -2.09977 -0.29929  -0.01
10 C -2.41279 0.41490 -0.22022  -0.39
11 C -3.68300 1.18369 0.02290  -0.04
12 N -0.79017 1.40693 -1.87019  0.19
13 N -2.27191 -0.69039 0.41454  0.10
14 O -0.54443 -2.37613 0.02950  0.03
15 H 3.52287 2.36180 0.49123  0.12
16 H 4.47770 0.31253 -0.63243  0.08
17 H 1.29168 2.01417 1.57151  0.09
18 H 3.09801 -1.48937 -1.29159  0.12
19 H -0.06533 -0.03127 1.27414  0.12
20 H -2.50797 -2.57824 0.49822  0.13
21 H 1.10941 -2.99965 -0.68579  0.12
22 H -3.59817 1.82903 1.01576  0.12
23 H -4.43817 0.34549 0.11550  0.10
24 H -3.83353 1.96814 -0.76247  0.08

Results
Spin multiplicity = 1
Highest occupied orbital energy (alpha / beta) = -0.26570 / -0.27496 Eh
Kohn-Sham gap (alpha / beta) = 0.2376 / 0.2541 Eh
Net charge = 0

---

Least stable of them? <b>.